A molecular structure, C64H61BaN5P3. Source: the Open Molecules 2025 dataset; level of theory: the ωB97M-V functional and the def2-TZVPD basis.

As for the charge: +1. For the HOMO energy, the calculation gives -0.2926 Ha. The electronic energy is -3798.70233 Ha. For the gap between HOMO and LUMO, the calculation gives 6.066 eV. As for the energy above the lowest of the compared OMol25 structures with the same formula, charge and spin: 7.7 kcal per mole.

```
134
C64H61BaN5P3 the ωB97M-V functional and the def2-TZVPD basis
C 0.65291 -0.73271 5.86976
C -4.77682 0.36560 -5.54444
C 3.70436 1.25158 4.52432
C -0.42775 2.69901 0.04459
H 2.32494 -2.10143 -3.69233
N 1.60363 -2.36049 1.49933
H -5.71801 0.36721 -6.07861
C 5.22717 0.33450 2.92706
H -0.02203 -5.38479 -2.25617
H -0.96766 0.68905 5.97259
H -0.08632 -1.45200 -4.69599
H 4.69016 4.51567 -3.28491
H -1.44259 0.35444 -6.12893
H 2.91050 0.78067 -1.98992
C 2.02965 -5.81522 -2.69211
C 4.52098 0.98055 1.92973
C 4.81437 0.47492 4.24495
H -4.53177 -3.28097 3.39724
H 1.75462 6.85715 2.69078
H 1.93727 -3.45088 -0.24162
N 0.49877 -0.33772 3.13234
H -0.71573 6.60957 2.50540
C 4.86174 4.21636 -2.25709
H 6.90075 4.87958 -2.25106
H 3.20227 5.05913 1.80158
H 3.37070 1.34844 5.55154
C 0.17826 3.76445 0.83338
C 4.03012 3.24050 -0.21516
C 1.57276 3.86639 1.07543
H 4.84163 0.86001 0.90067
C 2.32842 -1.86076 2.66906
H 5.45295 3.20713 1.39670
C -3.57914 0.34435 -6.25197
H 1.78304 4.27206 -1.82994
C 3.45750 -0.03525 -1.53219
C 1.01681 -3.63689 -2.96410
H -3.58977 0.32993 -7.33403
H -0.30885 -2.94041 -0.02574
C -3.55537 0.39004 -3.47792
C 0.92548 -4.98264 -2.59949
P 2.62049 2.45143 0.66635
C -4.02924 -4.69769 -4.44411
H 0.20423 4.52104 -5.46501
C -0.28314 0.14106 5.34074
H -3.54157 0.40706 -2.39345
C 1.32308 5.99269 2.20435
C -2.78816 -4.83232 -5.05683
N -0.13945 -1.25232 -3.70067
H -2.55106 -4.45837 2.46231
C -2.71623 -3.40779 2.26164
H 2.24861 -2.09525 5.38690
H -1.19657 2.95697 -4.19183
C 3.38084 -1.91178 -0.20863
H 0.95601 2.66686 3.28059
H 2.47825 3.85820 -6.18390
C 5.27707 3.47624 0.36402
H 1.95501 0.05533 -4.29621
H 1.94347 -6.85789 -2.41424
C -1.81696 -2.70759 1.46304
H -1.02880 0.98824 3.51134
C 5.48348 -1.19952 -1.10120
H 2.55165 3.61706 -3.28460
C -0.19834 2.65885 -4.49235
H 3.35617 1.62757 -5.57461
H -1.68916 4.72750 1.29463
C -0.61344 4.77860 1.42326
H 5.34875 0.57655 -2.32750
H 3.07524 -1.13708 2.33192
C 6.10289 4.42560 -1.67767
C 4.82433 -0.15252 -1.72476
Ba 0.24116 -0.01986 0.35583
H 0.05377 2.61871 -0.94556
C 6.30666 4.06326 -0.35584
H -0.86105 -4.43383 0.68356
H 2.03561 3.78638 4.07095
H 6.55381 -1.31976 -1.20894
C 3.24206 -5.31534 -3.15300
C 2.98635 1.92658 3.53191
C 0.60906 -3.38050 1.88124
H 5.35056 -0.01674 5.04689
H -3.12889 -2.76919 -1.81156
P -0.39802 -2.53524 -2.62057
C 2.46947 3.50835 -2.20478
H -5.69801 0.41757 -3.60908
H 2.87395 -2.66696 3.18218
H 0.26275 -3.16697 2.89263
P -0.80362 0.24934 -3.22066
C 2.35809 1.91994 -5.27349
H 4.27909 -3.58891 -3.89257
H -4.84519 -0.85463 2.86839
C -1.78860 -3.47943 -3.32922
C -0.06297 5.84923 2.09274
C 3.34047 -3.98243 -3.52350
H 7.26215 4.24088 0.12077
C -2.37355 0.35098 -5.57209
C -3.99733 -1.40683 2.48870
H 0.71515 -0.89265 6.93827
H -1.49041 2.89933 -0.12881
C -0.32034 0.30297 3.96738
C -1.67277 -4.22766 -4.50158
C 1.56552 1.03126 -4.55612
C 4.75178 -2.09008 -0.32985
C 2.23598 -3.14566 -3.42262
N 2.74632 -0.88863 -0.79267
H -3.15455 0.27266 1.44678
C 0.27399 1.38512 -4.17249
C 1.50687 -1.40400 5.00951
C 3.81341 3.63827 -1.54601
C 1.78971 2.72831 3.97861
H 1.08599 -4.36865 1.91771
C 2.12372 4.99272 1.69451
H 1.45754 2.37599 4.95539
H 6.08666 -0.27558 2.67708
C -3.05614 -0.78006 1.69475
H 4.10213 -5.96731 -3.23235
C -3.03446 -3.35436 -2.72089
C -4.15339 -3.96049 -3.27688
H 3.17906 -3.68042 0.98408
H -5.11918 -3.85685 -2.79977
H -4.89914 -5.17192 -4.87937
C 1.86716 3.17070 -5.61366
C 2.52864 -2.92786 0.51469
H 5.23301 -2.92218 0.16733
C 1.40629 -1.17665 3.64547
C -3.81862 -2.75156 2.77902
H 1.99804 2.54549 -1.99502
C -4.76648 0.39255 -4.15940
N -1.99025 -1.40829 1.18744
H -2.69371 -5.40937 -5.96746
C 0.58890 3.54115 -5.21369
H -0.70538 -4.34187 -4.97780
C -2.35309 0.36847 -4.17719
C 3.42074 1.80862 2.20095
C -0.59231 -3.40284 0.92169
```